[1]
Here is a 2-piece molecular cluster, C23H17F4NO2 overall in a non-equilibrium geometry from the Open Molecules 2025 dataset. Energies are from ωB97M-V/def2-TZVPD.

The value obtained for the frontier orbital gap is 3.7 eV. The energy above the lowest of the compared OMol25 structures with the same formula, charge and spin is 87.0 kcal per mole. The value obtained for the LUMO energy is -3.066 eV.

CARTESIAN COORDINATES (ANGSTROEM)
F  -4.167  2.824  2.428
C  -4.097  1.452  2.485
C  -5.293  0.736  2.403
C  -5.176  -0.655  2.471
F  -6.330  -1.406  2.419
C  -3.962  -1.309  2.611
C  -2.747  -0.557  2.726
C  -1.486  -1.215  2.927
C  -0.253  -0.596  2.749
C  0.977  -1.245  2.692
C  2.250  -0.597  2.578
C  3.451  -1.366  2.518
C  4.683  -0.732  2.464
F  5.829  -1.498  2.455
C  4.826  0.662  2.438
C  3.641  1.395  2.450
F  3.742  2.767  2.417
C  2.377  0.822  2.507
C  -2.853  0.853  2.610
H  -6.258  1.224  2.315
H  -3.921  -2.392  2.590
H  -1.501  -2.286  3.111
H  -0.255  0.486  2.630
H  0.981  -2.339  2.686
H  3.390  -2.460  2.539
H  5.802  1.134  2.407
H  1.494  1.451  2.518
H  -1.954  1.470  2.609
C  2.573  -5.267  7.871
C  1.367  -4.462  7.489
C  0.502  -4.906  6.481
C  -0.588  -4.145  6.074
C  -0.835  -2.859  6.636
C  -1.911  -2.021  6.210
N  -2.913  -2.438  5.362
O  -4.009  -1.785  5.335
O  -2.714  -3.405  4.559
C  0.021  -2.460  7.715
C  1.093  -3.234  8.106
H  3.046  -4.861  8.769
H  2.324  -6.317  8.062
H  3.329  -5.265  7.075
H  0.680  -5.870  6.003
H  -1.285  -4.533  5.338
H  -2.129  -1.091  6.740
H  -0.245  -1.536  8.229
H  1.748  -2.889  8.907

***

[2]
Here is C6H11NO3S as an isolated structure in a non-equilibrium geometry from the Open Molecules 2025 dataset. Energies are from ωB97M-V/def2-TZVPD.

The value obtained for the frontier orbital gap is 8.9 eV. The energy above the lowest of the compared OMol25 structures with the same formula, charge and spin is 186.1 kcal per mole. The value obtained for the LUMO energy is -0.149 eV.

CARTESIAN COORDINATES (ANGSTROEM)
C  0.316  -0.138  1.320
C  0.726  0.029  -0.095
C  -1.613  0.638  -0.949
C  -1.309  -0.434  -1.902
C  -1.347  -0.027  -3.308
C  0.645  -1.648  1.783
H  -0.196  1.191  2.801
H  1.401  1.484  2.122
H  -0.756  -0.255  1.194
H  0.391  -0.729  -0.617
H  1.854  -0.137  -0.477
H  -2.160  0.682  -0.053
H  -2.201  1.349  -1.529
H  -0.536  -1.443  -1.395
H  -0.751  -0.705  -4.155
H  -2.037  1.154  -3.675
H  1.098  -0.624  3.282
N  0.750  0.602  2.415
O  0.273  1.718  -2.239
O  0.930  -1.659  3.023
O  0.584  -2.700  1.129
S  -0.010  1.527  -0.675

***

[3]
Here is a 5-piece molecular cluster, C6H20NO5 overall in a non-equilibrium geometry from the Open Molecules 2025 dataset. Energies are from ωB97M-V/def2-TZVPD.

The value obtained for the frontier orbital gap is 9.8 eV. Its total charge is +1. The energy above the lowest of the compared OMol25 structures with the same formula, charge and spin is 11.6 kcal per mole. The value obtained for the LUMO energy is -2.899 eV.

CARTESIAN COORDINATES (ANGSTROEM)
O  2.117  1.488  1.140
C  0.983  1.115  1.308
C  0.476  0.076  0.231
C  -0.247  -1.111  0.898
C  -1.040  -0.735  2.111
C  -2.199  -0.053  2.007
C  -3.260  0.425  2.971
N  1.610  -0.327  -0.598
H  0.329  1.522  2.053
H  -0.311  0.603  -0.345
H  -0.801  -1.663  0.137
H  0.430  -2.001  1.124
H  -0.705  -0.900  3.137
H  -2.544  -0.185  0.966
H  -3.952  -0.401  3.084
H  -2.760  0.531  3.920
H  -3.734  1.397  2.723
H  1.999  -1.251  -0.386
H  1.397  -0.341  -1.603
H  2.393  0.350  -0.495
H  -2.736  2.754  -0.484
H  -1.282  2.323  -0.356
O  -1.978  2.463  -1.002
H  2.169  -3.299  -0.656
H  0.638  -3.535  -0.644
O  1.317  -2.879  -0.850
H  -0.073  -1.495  -3.532
H  -1.191  -0.983  -2.713
O  -0.229  -0.924  -2.769
H  2.963  1.199  -3.390
H  1.691  0.755  -3.848
O  2.120  0.923  -2.996

***

Question: The highest energy above the lowest of the compared OMol25 structures with the same formula, charge and spin belongs to which entry?
Answer: C6H11NO3S